No. 1
C36H33BCl2MoN10O2S | wB97M-V/def2-TZVPD

```
86
Properties=species:S:1:pos:R:3:forces:R:3
Mo 0.5420 0.1745 -0.2226 0.96 -1.42 -1.02
C -1.9342 -0.1552 -3.0836 -0.03 0.13 0.07
C -2.4086 0.1795 -1.7098 0.02 -0.01 0.24
C -3.6889 0.6493 -1.4209 -0.12 0.07 -0.09
C -3.7242 0.8318 -0.0567 -0.11 0.11 -0.06
N -2.5455 0.4692 0.4494 0.20 -0.22 -0.03
N -1.7097 0.0715 -0.5575 -0.18 0.14 -0.03
B -2.0325 0.4106 1.8994 0.05 -0.03 0.08
N -1.0263 1.5923 2.0481 0.20 0.06 -0.07
C -1.1217 2.7190 2.7497 0.01 0.05 0.06
C -0.0469 3.5364 2.4338 -0.07 0.17 0.07
C 0.6942 2.8381 1.4954 -0.02 -0.15 0.02
C 1.9795 3.2575 0.8582 -0.14 -0.03 0.00
N 0.0875 1.6551 1.2528 -0.24 0.01 0.10
N -1.2801 -0.9293 2.0450 0.11 -0.02 -0.23
C -1.5466 -1.9228 2.8979 -0.03 -0.15 0.13
C -0.6519 -2.9454 2.6656 0.00 -0.08 0.11
C 0.1671 -2.5037 1.6261 0.07 0.05 0.03
C 1.3140 -3.2540 1.0312 -0.05 0.01 0.18
N -0.2354 -1.2804 1.2503 -0.17 0.23 -0.02
N -3.1272 0.4558 2.9387 0.10 0.18 -0.14
C -4.3962 -0.0434 2.8963 0.20 -0.03 -0.12
C -4.8777 -0.0648 4.1727 -0.07 0.02 0.27
C -3.8155 0.4299 4.9734 0.01 -0.06 0.07
C -3.7756 0.5773 6.4644 0.01 0.01 -0.13
N -2.7629 0.7291 4.2312 -0.35 -0.10 -0.21
H -2.5053 -0.9997 -3.4683 -0.03 -0.03 0.00
H -0.8871 -0.4132 -3.1156 0.17 -0.07 0.01
H -2.1035 0.6967 -3.7473 0.01 -0.05 0.06
H -4.4793 0.8429 -2.1309 0.09 -0.06 0.09
H -4.5096 1.2127 0.5767 0.08 -0.04 -0.04
H -1.9309 2.8610 3.4474 0.06 -0.05 -0.05
H 0.1677 4.5179 2.8293 -0.01 -0.15 -0.01
H 2.3450 4.1561 1.3504 -0.01 0.00 -0.01
H 1.8510 3.4832 -0.2019 0.00 -0.01 0.02
H 2.7389 2.4826 0.9575 0.00 0.02 0.03
H -2.3476 -1.8412 3.6203 0.13 0.04 -0.11
H -0.5863 -3.8899 3.1844 -0.02 0.11 -0.08
H 2.0643 -3.4534 1.7988 -0.04 0.02 0.01
H 1.7896 -2.7109 0.2244 0.04 0.01 0.02
H 0.9722 -4.2178 0.6495 0.02 0.04 0.03
H -4.8564 -0.3672 1.9730 0.09 0.03 0.17
H -5.8603 -0.3756 4.5001 0.17 0.03 -0.05
H -4.7809 0.6964 6.8676 0.05 0.02 0.00
H -3.1701 1.4369 6.7509 -0.04 -0.03 -0.02
H -3.3322 -0.3084 6.9232 -0.03 0.01 0.00
O 2.0118 -0.3333 0.8715 0.08 0.30 0.40
C 3.3450 -0.4281 0.9657 -0.54 0.02 -0.04
C 3.9138 -1.0071 2.0877 -0.11 -0.21 0.37
C 5.2850 -1.1817 2.1438 -0.01 -0.03 0.05
C 6.1009 -0.7869 1.0836 0.04 -0.03 0.03
C 5.5303 -0.1785 -0.0120 0.10 0.15 -0.20
C 4.1467 0.0286 -0.0651 0.23 0.00 -0.52
C 3.5608 0.7539 -1.1557 0.66 0.00 -0.03
N 2.3213 1.0328 -1.2808 -0.86 0.20 -0.16
N 2.0488 1.8542 -2.3818 1.05 -0.21 0.37
C 0.8025 2.0549 -2.4474 -0.67 -0.14 0.11
O -0.0019 1.4655 -1.5536 -0.19 0.67 -0.41
C 0.2006 2.8969 -3.4887 -0.31 -0.13 0.09
C -1.0546 3.4573 -3.2702 -0.09 0.05 0.02
C -1.6401 4.2397 -4.2543 -0.02 0.01 0.05
C -0.9805 4.4450 -5.4587 -0.01 -0.02 -0.02
C 0.2651 3.8706 -5.6811 0.06 -0.01 0.02
C 0.8622 3.1006 -4.6961 0.04 0.00 -0.03
H 3.2599 -1.3205 2.8940 0.10 0.00 -0.03
H 5.7303 -1.6409 3.0188 -0.06 0.03 -0.04
H 7.1699 -0.9524 1.1288 -0.07 0.03 -0.02
H 6.1446 0.1484 -0.8470 -0.07 0.00 0.12
H 4.2090 1.1645 -1.9248 0.09 -0.02 0.05
H -1.5597 3.2837 -2.3267 0.00 0.00 -0.06
H -2.6108 4.6899 -4.0834 0.06 -0.03 0.00
H -1.4409 5.0475 -6.2320 0.01 -0.02 0.03
H 0.7708 4.0203 -6.6266 -0.02 0.00 0.04
H 1.8275 2.6374 -4.8546 -0.02 0.04 -0.02
Cl -1.5458 -3.1339 -1.0954 -0.17 0.21 -0.13
C -0.1723 -3.8897 -1.8112 0.22 0.04 -0.18
C -0.2752 -5.2442 -2.0850 -0.09 0.01 0.06
C 0.8055 -5.9292 -2.6043 0.01 -0.19 0.00
C 1.9988 -5.2696 -2.8273 0.17 -0.02 -0.05
C 2.0917 -3.9134 -2.5711 -0.18 0.16 0.11
Cl 3.6275 -3.1560 -2.8479 -0.02 -0.01 -0.02
C 0.9990 -3.1662 -2.0828 -0.14 -0.14 -0.23
S 1.2192 -1.4122 -2.0272 -0.36 0.34 0.86
H -1.2120 -5.7491 -1.8908 0.03 0.02 0.03
H 0.7241 -6.9884 -2.8208 0.00 0.10 0.02
H 2.8649 -5.7973 -3.2077 -0.06 0.06 0.03
```
Positions in Å, forces in eV/Å.

frontier orbital gap (alpha / beta) = 5.581 / 6.194 eV
net charge = +1
F_max = 0.0388 hartree/bohr
multiplicity = 2

Atomic charges from the Löwdin analysis, expressed in e, are listed below: 1.788, -0.038, -0.333, 0.006, -0.041, 0.039, -0.030, -0.654, 0.047, -0.022, 0.013, -0.295, -0.002, -0.042, 0.041, -0.018, 0.007, -0.331, -0.021, -0.054, -0.018, -0.081, -0.013, -0.343, -0.029, 0.118, 0.091, 0.003, 0.089, 0.120, 0.127, 0.125, 0.118, 0.092, 0.077, 0.070, 0.131, 0.119, 0.094, 0.029, 0.093, 0.117, 0.109, 0.078, 0.077, 0.080, -0.303, -0.303, 0.012, -0.036, -0.055, -0.007, -0.149, -0.053, -0.149, 0.129, -0.403, -0.286, -0.156, -0.027, -0.063, -0.065, -0.061, -0.014, 0.130, 0.118, 0.115, 0.127, 0.153, 0.117, 0.110, 0.110, 0.111, 0.117, 0.780, -0.666, -0.107, -0.061, -0.104, -0.678, 0.683, -0.647, 0.715, 0.110, 0.118, 0.111

***

No. 2
C36H33BCl2N12O7SW | wB97M-V/def2-TZVPD

```
93
Properties=species:S:1:pos:R:3:forces:R:3
W 0.3970 0.0188 0.3075 -0.42 1.12 -2.03
C 0.1398 3.6113 5.5797 0.04 -0.05 -0.07
C 1.0041 2.7274 4.7156 -0.01 0.07 -0.01
C 1.1153 1.3613 4.9832 -0.03 0.00 0.05
C 1.8607 0.5376 4.1595 0.04 -0.02 -0.07
C 2.4905 1.0830 3.0434 -0.21 -0.03 -0.01
C 2.4414 2.4423 2.7886 0.15 0.07 -0.03
C 1.6983 3.2570 3.6279 -0.10 0.07 0.12
S 3.3002 -0.0115 1.9321 -0.05 0.00 0.52
O 4.0046 -0.9927 2.7035 0.00 -0.12 0.00
O 4.0194 0.7353 0.9460 -0.01 0.03 -0.02
N 1.9930 -0.8175 1.2426 -0.69 0.03 -0.58
C 2.4148 -2.1067 0.6431 0.05 0.33 0.18
C 2.2173 -1.9902 -0.8497 -0.17 0.23 0.32
O 2.7942 -2.6373 -1.6692 0.02 -0.15 -0.29
O 1.2892 -1.0700 -1.1176 -0.03 -0.13 0.20
H -0.0515 3.1538 6.5513 0.02 0.02 -0.05
H -0.8272 3.7855 5.0977 0.05 -0.01 0.01
H 0.6052 4.5854 5.7380 -0.02 -0.04 0.00
H 0.6032 0.9371 5.8432 0.05 0.03 -0.07
H 1.9458 -0.5248 4.3566 0.02 0.13 0.00
H 2.9885 2.8562 1.9481 -0.07 -0.06 0.09
H 1.6462 4.3232 3.4269 0.01 -0.07 0.02
H 1.7678 -2.9014 0.9981 -0.12 -0.15 0.09
H 3.4421 -2.3487 0.8861 0.10 0.02 0.06
N -3.4073 -0.9153 -1.0157 -0.02 0.07 -0.22
C -3.3722 0.3073 -0.4063 -0.75 -0.35 -0.08
N -4.4054 1.1375 -0.1752 0.23 0.18 0.16
N -3.8786 2.1493 0.5034 0.12 -0.41 -0.16
N -2.6090 1.8923 0.6031 0.08 0.53 0.33
N -2.2373 0.7705 0.0504 0.29 -0.11 0.22
C -2.3854 -1.7875 -0.6727 -0.20 0.03 -0.02
N -2.5460 -3.0820 -0.5732 0.14 -0.35 0.10
N -1.3618 -3.5500 -0.1093 -0.22 0.36 -0.12
N -0.5453 -2.5711 0.0286 0.07 -0.57 -0.01
N -1.1397 -1.4233 -0.3468 0.58 -0.24 0.80
H -4.3073 -1.3295 -1.1939 -0.03 -0.06 0.05
Cl 3.8924 2.9008 -1.5874 -0.08 -0.03 0.05
C 2.4874 3.5031 -0.7906 0.17 -0.01 -0.13
C 2.2580 4.8562 -0.7105 0.05 0.20 -0.04
C 1.1205 5.3222 -0.0488 0.00 0.04 0.02
Cl 0.8833 7.0422 0.0375 0.02 -0.02 -0.02
C 0.1934 4.4737 0.5296 -0.17 0.16 0.03
C -1.0148 4.8846 1.2269 0.18 0.22 -0.06
C -1.8508 3.9610 1.6738 -0.11 -0.11 0.07
C -1.5893 2.4971 1.5016 0.00 0.27 -0.17
N -0.3151 2.0896 0.9448 0.23 -0.80 0.16
C 0.4395 3.0931 0.4321 -0.27 0.38 0.16
C 1.5726 2.6370 -0.2020 0.25 0.04 0.01
O 1.6814 1.3356 -0.1360 0.89 -0.15 -0.11
H 2.9610 5.5461 -1.1569 -0.07 0.01 0.05
H -1.2133 5.9386 1.3750 0.02 -0.06 -0.02
H -2.7670 4.2199 2.1934 0.08 -0.04 -0.05
H -1.7414 1.9927 2.4418 -0.04 -0.05 0.22
C 0.0251 -3.8499 7.7029 0.02 -0.03 -0.03
C -0.9821 -2.7084 7.8525 0.01 0.05 -0.03
C -0.4305 -1.7091 8.8822 0.01 0.00 0.03
C -2.3012 -3.2961 8.3692 -0.06 -0.05 0.00
C -1.2130 -1.9710 6.5284 0.02 0.08 0.04
C -2.2040 -0.9802 6.4538 0.02 -0.01 0.04
C -2.4331 -0.2249 5.3064 -0.14 -0.02 0.12
C -1.6305 -0.4987 4.2256 -0.17 0.11 0.12
O -1.5882 0.1177 2.9938 -0.19 -0.20 0.02
B -0.5411 -0.4854 2.3117 0.39 0.03 0.00
O 0.0179 -1.4923 3.0890 -0.12 -0.13 -0.14
C -0.6629 -1.4712 4.2760 0.08 -0.13 0.04
C -0.4226 -2.2223 5.4034 -0.02 -0.17 0.10
H 0.1213 -4.3742 8.6565 0.00 0.03 -0.05
H 1.0181 -3.4834 7.4279 -0.07 -0.03 0.01
H -0.2987 -4.5760 6.9515 0.03 0.04 0.06
H -0.2232 -2.2153 9.8312 -0.04 0.05 -0.09
H -1.1437 -0.9035 9.0747 0.05 -0.04 -0.01
H 0.5011 -1.2619 8.5233 -0.06 -0.02 0.03
H -2.1217 -3.8592 9.2895 -0.02 0.04 -0.05
H -2.7389 -3.9748 7.6320 0.03 0.03 0.06
H -3.0367 -2.5205 8.5949 0.05 -0.06 -0.03
H -2.8217 -0.7855 7.3233 0.06 0.00 -0.06
H -3.2098 0.5301 5.2668 0.08 -0.03 0.01
H 0.3475 -2.9837 5.3920 -0.05 0.10 0.01
C -0.1646 1.1636 -6.4019 0.02 0.00 0.05
C -0.1429 1.0578 -4.9041 0.02 0.01 -0.14
C -1.2998 0.8912 -4.1612 -0.09 0.02 -0.09
C -1.2260 0.8086 -2.7849 -0.11 0.17 0.09
N -0.0881 0.8741 -2.0965 0.04 -0.30 0.32
C 1.0345 1.0210 -2.8155 0.00 0.04 -0.11
C 1.0462 1.1302 -4.1875 0.06 0.03 -0.09
H -1.1497 0.9333 -6.8052 0.02 0.00 0.02
H 0.5633 0.4842 -6.8473 -0.02 0.01 0.02
H 0.1028 2.1762 -6.7109 -0.01 -0.02 0.00
H -2.2677 0.8183 -4.6431 0.05 0.01 0.03
H -2.1317 0.7023 -2.2199 0.02 -0.05 -0.07
H 1.9663 1.0284 -2.2804 0.07 -0.04 0.07
H 1.9974 1.2489 -4.6938 -0.05 0.00 0.03
```
Positions in Å, forces in eV/Å.

frontier orbital gap = 6.419 eV
net charge = 0
F_max = 0.0459 hartree/bohr

Atomic charges from the Löwdin analysis, expressed in e, are listed below: 1.949, -0.036, -0.244, -0.013, -0.042, -0.276, -0.045, -0.020, 0.650, -0.265, -0.268, -0.294, -0.129, -0.559, 0.137, -0.222, 0.079, 0.079, 0.082, 0.121, 0.124, 0.119, 0.123, 0.121, 0.122, 0.160, -0.426, 0.108, 0.102, -0.100, 0.083, -0.428, 0.070, -0.007, -0.051, -0.112, 0.154, 0.774, -0.574, -0.118, -0.584, 0.709, -0.176, -0.030, -0.008, -0.237, 0.023, -0.202, -0.383, -0.279, 0.109, 0.096, 0.116, 0.124, -0.068, -0.563, -0.046, -0.051, -0.159, -0.025, 0.028, -0.203, 0.112, -0.555, 0.122, -0.207, 0.077, 0.087, 0.086, 0.092, 0.087, 0.080, 0.088, 0.086, 0.094, 0.074, 0.109, 0.125, 0.126, -0.034, -0.249, -0.002, -0.101, 0.032, -0.115, 0.009, 0.079, 0.088, 0.090, 0.119, 0.075, 0.080, 0.127

***

Among the records above, which one has the lowest net charge?
C36H33BCl2N12O7SW